[1]
CdH4IO2 as an isolated structure in a non-equilibrium geometry. Source: the Open Molecules 2025 dataset; level of theory: ωB97M-V/def2-TZVPD.

Atoms and positions in Å:
Cd  -25.2698  -19.7644  22.2022
I  -25.9667  -17.7457  22.5349
O  -26.7418  -14.9662  22.6309
H  -27.4468  -15.2626  23.2065
H  -26.4146  -15.7666  22.2205
O  -25.5413  -15.5159  24.2777
H  -25.2182  -16.3619  23.9678
H  -26.1122  -15.2051  23.5751

LUMO level = -8.044 eV
Charge = +1

[2]
C23H34IrN7OSi as an isolated structure in a non-equilibrium geometry. Source: the Open Molecules 2025 dataset; level of theory: ωB97M-V/def2-TZVPD.

Atoms and positions in Å:
Ir  -0.3243  0.5298  -1.5173
C  -0.3489  -1.3280  -1.7647
Si  -0.6563  -1.3503  0.0785
C  0.9686  -2.4230  0.6495
N  2.0892  -1.6070  0.8929
C  2.8461  -1.0999  -0.2613
C  4.3582  -1.2431  -0.0544
C  4.8337  -0.6736  1.3021
C  3.6741  -0.4178  2.2751
C  2.7229  -1.5871  2.2151
C  -1.9430  -2.8500  0.2736
C  -1.6481  -4.1153  -0.3100
C  -2.6135  -5.1232  -0.3875
C  -3.8658  -4.8722  0.0893
C  -4.1678  -3.7030  0.8249
C  -3.2116  -2.6938  0.8922
C  -1.1783  -0.5240  1.5604
C  -2.0950  0.5720  1.5215
C  -2.6229  1.0156  2.7029
C  -2.2095  0.4904  3.9300
C  -1.2914  -0.5383  3.9949
C  -0.8901  -1.1369  2.8062
H  -1.2732  -1.6767  -2.2314
H  0.4999  -1.7866  -2.2985
H  1.2041  -3.1416  -0.1861
H  0.7318  -2.9814  1.5346
H  2.5960  -0.0268  -0.3841
H  2.4046  -1.6231  -1.1067
H  4.9556  -0.7070  -0.8038
H  4.6385  -2.2966  -0.1108
H  5.3916  0.2321  1.0825
H  5.5460  -1.4450  1.7531
H  3.2332  0.5387  1.9197
H  4.0236  -0.1556  3.2682
H  1.9345  -1.5592  3.0133
H  3.3361  -2.4703  2.2949
H  -0.6831  -4.3681  -0.7307
H  -2.3592  -6.1227  -0.7896
H  -4.6906  -5.5769  -0.0697
H  -5.1361  -3.6433  1.3224
H  -3.4962  -1.7901  1.4272
H  -2.4234  1.0128  0.5465
H  -3.4386  1.7778  2.7432
H  -2.6417  0.8695  4.8473
H  -0.9794  -0.9105  4.9565
H  -0.4065  -2.1242  2.8244
N  3.4608  3.9529  -0.0156
N  2.2951  3.2902  -0.0426
N  1.6232  2.9813  1.1299
C  0.5926  2.2729  0.6880
N  0.5574  2.1245  -0.6556
N  1.6407  2.8642  -1.1270
H  3.6727  4.6095  0.7584
H  3.7712  4.1955  -0.9468
H  -0.2358  2.0198  1.3935
C  -1.8504  4.3872  -5.2710
N  -1.8226  3.6501  -3.9775
C  -2.7534  4.0934  -2.9124
C  -0.8493  2.7907  -3.7071
O  -0.7864  2.3287  -2.5369
H  -0.8981  4.8123  -5.5831
H  -2.5666  5.1930  -5.1594
H  -2.3263  3.8535  -6.0879
H  -3.0788  5.1287  -3.1547
H  -2.1717  4.1318  -1.9799
H  -3.6151  3.3915  -2.8344
H  -0.0530  2.5819  -4.5143

LUMO level (alpha / beta) = -5.251 / -7.970 eV
Spin multiplicity = 5
Charge = +2

[3]
A 9-piece molecular cluster, C18H57N3O12 overall in a non-equilibrium geometry. Source: the Open Molecules 2025 dataset; level of theory: ωB97M-V/def2-TZVPD.

Atoms and positions in Å:
C  8.6921  1.2334  1.0268
O  7.4236  1.3150  1.6413
C  6.3607  0.4979  1.1372
C  6.0886  -0.4585  2.2249
N  4.8474  -1.2643  1.8697
C  4.9477  -1.9080  0.5478
C  3.8541  -2.9683  0.4326
O  2.6133  -2.3120  0.2390
C  1.5787  -3.3030  0.0381
H  9.2115  2.2237  0.9434
H  8.5651  0.8753  0.0244
H  9.4145  0.6343  1.5909
H  6.5610  -0.0212  0.2144
H  5.5282  1.1994  0.9557
H  5.9188  0.0575  3.1458
H  6.8703  -1.1918  2.3593
H  4.0684  -0.6032  1.7003
H  5.9120  -2.4354  0.4335
H  4.8913  -1.2057  -0.2775
H  3.8348  -3.6375  1.3056
H  4.0233  -3.5417  -0.4828
H  1.7035  -4.1023  -0.7035
H  0.6677  -2.7091  -0.1459
H  1.4482  -3.8159  1.0010
C  -7.0505  -1.6451  -2.1842
O  -7.8759  -1.4425  -0.9969
C  -7.2427  -0.8193  0.0897
C  -7.2343  0.7349  -0.1339
N  -6.4516  1.2239  -1.2448
C  -4.9562  1.1239  -1.2033
C  -4.2831  1.8283  -2.3872
O  -4.8923  1.3477  -3.5578
C  -3.9168  0.8656  -4.4244
H  -6.1025  -2.0692  -1.9747
H  -6.9031  -0.6592  -2.6869
H  -7.7049  -2.2170  -2.8217
H  -6.3298  -1.3192  0.4586
H  -7.8840  -1.0988  0.9328
H  -6.9177  1.2673  0.7489
H  -8.3218  0.9885  -0.3454
H  -6.8119  1.1904  -2.1587
H  -4.6885  0.0948  -1.0815
H  -4.6517  1.6510  -0.2988
H  -3.2164  1.6855  -2.3776
H  -4.3560  2.8983  -2.2539
H  -3.1379  0.2854  -3.9586
H  -3.5088  1.7149  -4.9527
H  -4.3975  0.3037  -5.1515
C  0.2547  1.6007  2.9373
O  0.8631  1.7883  1.6491
C  2.2925  2.0248  1.6815
C  2.7882  2.2131  0.3457
N  2.5947  1.0447  -0.4957
C  3.0816  1.2148  -1.8593
C  2.1288  2.0687  -2.6919
O  0.8627  1.4816  -2.5879
C  -0.1427  2.3017  -3.1389
H  -0.6387  0.9403  2.8428
H  -0.1246  2.5243  3.3260
H  1.0135  1.2031  3.6393
H  2.5808  1.0079  2.1629
H  2.6156  2.7885  2.3504
H  3.8500  2.4550  0.4573
H  2.2789  3.0994  -0.1128
H  1.6657  0.6732  -0.3957
H  3.0545  0.2139  -2.3279
H  4.0629  1.7836  -1.8212
H  2.4167  2.1840  -3.7411
H  2.0846  3.0779  -2.2214
H  0.0769  2.5389  -4.2181
H  -0.2418  3.1767  -2.6126
H  -1.0889  1.8301  -3.1507
O  -1.9930  0.4235  0.4065
H  -1.1376  0.7281  0.6878
H  -1.8043  -0.1760  -0.3293
O  -1.5965  -2.4123  -0.4399
H  -1.8918  -2.4780  0.5202
H  -2.3888  -2.5779  -0.9988
O  2.0022  -1.5160  2.9184
H  2.7958  -2.0481  2.9459
H  1.9340  -1.4371  1.9258
O  -0.4869  -1.8046  3.8434
H  -0.6123  -2.4158  4.6382
H  0.4839  -1.8730  3.6488
O  -4.1701  -0.4905  1.9912
H  -3.4871  0.0801  1.6287
H  -5.0144  -0.0587  2.1311
O  -2.4193  -2.8378  2.1315
H  -3.0932  -2.2160  2.3884
H  -1.6392  -2.6174  2.6876

LUMO level = 0.617 eV
Structure (SMILES) = COCCNCCOC.COCCNCCOC.COCCNCCOC.O.O.O.O.O.O

[4]
C47H44BrCrFN2O4SbTe as an isolated structure. Source: the Open Molecules 2025 dataset; level of theory: ωB97M-V/def2-TZVPD.

Atoms and positions in Å:
Cr  0.6206  -0.0278  -0.6714
C  -4.4026  -2.4433  3.7147
C  -3.4012  -1.6849  2.8732
C  -3.0412  -0.3763  3.1651
C  -2.0572  0.2888  2.4449
C  -1.7805  1.7281  2.8144
O  -2.7172  2.4820  2.9526
C  -0.3850  2.2168  3.0913
C  -0.1673  3.5859  3.1927
C  1.0892  4.0712  3.5251
C  2.1322  3.1839  3.7784
C  1.9095  1.8136  3.7042
C  0.6538  1.3380  3.3550
C  -1.4224  -0.3417  1.3779
O  -0.4928  0.3549  0.7183
C  -1.8244  -1.6302  1.0076
C  -2.7955  -2.2773  1.7754
C  -1.1884  -2.3564  -0.1231
N  -0.2461  -1.8513  -0.8215
C  0.5156  -2.6918  -1.7760
C  1.8162  -3.2059  -1.1212
Te  2.5909  -1.9964  0.4787
C  1.6533  -3.2163  1.9314
C  0.7495  -2.7052  2.8544
C  0.1782  -3.5293  3.8204
C  0.5128  -4.8756  3.8705
C  1.4252  -5.3931  2.9551
C  1.9964  -4.5669  1.9966
C  -1.7151  -3.7306  -0.4218
C  -1.2633  -4.8419  0.2789
C  -1.8090  -6.0932  0.0183
C  -2.8047  -6.2339  -0.9411
C  -3.2537  -5.1205  -1.6409
C  -2.7121  -3.8692  -1.3802
H  -4.6642  -1.8828  4.6122
H  -3.9956  -3.4073  4.0257
H  -5.3233  -2.6412  3.1614
H  -3.5307  0.1571  3.9746
H  -0.9982  4.2579  3.0181
H  1.2524  5.1387  3.6096
H  3.1115  3.5629  4.0477
H  2.7038  1.1129  3.9400
H  0.4734  0.2739  3.3150
H  -3.0879  -3.2867  1.5079
H  0.7533  -2.0749  -2.6340
H  -0.0748  -3.5361  -2.1125
H  2.6126  -3.2709  -1.8572
H  1.6586  -4.1849  -0.6770
H  0.4615  -1.6641  2.8103
H  -0.5339  -3.1154  4.5243
H  0.0754  -5.5187  4.6251
H  1.6930  -6.4418  2.9887
H  2.7196  -4.9795  1.3016
H  -0.5014  -4.7241  1.0410
H  -1.4573  -6.9564  0.5704
H  -3.2347  -7.2074  -1.1390
H  -4.0258  -5.2256  -2.3928
H  -3.0630  -2.9937  -1.9180
C  4.0794  2.6018  0.7067
C  2.8063  2.0311  0.2691
N  1.8498  1.5427  -0.1158
H  4.3687  2.1567  1.6550
H  3.9915  3.6795  0.8199
H  4.8308  2.3605  -0.0449
C  -1.1961  4.2166  -2.6458
Sb  -0.8475  3.6936  -0.5890
C  0.1691  5.5539  -0.1690
C  -2.7809  4.4285  0.0094
H  -1.2390  5.3043  -2.7361
H  -2.1503  3.7863  -2.9568
H  -0.4135  3.8215  -3.2973
H  -0.4740  6.3947  -0.4440
H  1.0912  5.6024  -0.7556
H  0.4241  5.6272  0.8915
H  -2.8590  5.4870  -0.2508
H  -2.9457  4.2961  1.0810
H  -3.5459  3.8674  -0.5329
F  -3.5884  1.1491  -5.0754
C  -2.6469  0.9165  -4.1280
C  -1.3295  0.7986  -4.5027
C  -0.3662  0.5634  -3.5184
C  -0.6991  0.4581  -2.1636
C  -2.0634  0.5715  -1.8456
C  -3.0387  0.7968  -2.8117
H  -1.0598  0.8873  -5.5491
H  0.6618  0.4523  -3.8316
H  -2.3921  0.4976  -0.8142
H  -4.0884  0.8750  -2.5514
Br  6.9597  2.6843  -4.8588
C  5.2070  2.5356  -4.1579
C  4.2991  3.5585  -4.3798
C  3.0146  3.4426  -3.8597
C  2.6489  2.3122  -3.1400
C  3.5780  1.2994  -2.9231
C  4.8675  1.4144  -3.4237
C  3.2429  0.1048  -2.0755
O  4.1230  -0.4231  -1.4171
O  1.9920  -0.2669  -2.0789
H  4.5932  4.4329  -4.9445
H  2.2989  4.2417  -4.0132
H  1.6496  2.2186  -2.7348
H  5.5891  0.6306  -3.2373

LUMO level (alpha / beta) = -0.167 / -0.050 eV
Spin multiplicity = 2

[5]
C41H45Cl2InN9O4S as an isolated structure. Source: the Open Molecules 2025 dataset; level of theory: ωB97M-V/def2-TZVPD.

Atoms and positions in Å:
In  1.4216  0.0176  -0.4646
N  1.4481  0.2172  2.0980
C  2.4590  -0.8040  2.4167
C  2.8552  -0.8753  3.8902
C  4.0309  -1.8124  4.2135
C  4.0287  -3.1499  3.4813
N  2.8009  -3.9182  3.7394
C  1.9006  -4.3422  2.8685
N  0.7960  -4.9664  3.3116
N  2.0461  -4.1630  1.5662
C  3.6314  -0.5204  1.4443
O  4.6677  -0.0516  1.8725
O  3.3514  -0.7989  0.2114
H  1.8399  1.1497  2.2132
H  0.6522  0.1325  2.7212
H  2.0102  -1.7450  2.0943
H  1.9750  -1.1800  4.4679
H  3.1292  0.1302  4.2147
H  4.0632  -1.9969  5.2906
H  4.9500  -1.3027  3.9307
H  4.8725  -3.7536  3.8138
H  4.1521  -2.9880  2.4121
H  2.6063  -4.0856  4.7144
H  0.6949  -5.2212  4.2778
H  0.1438  -5.3738  2.6614
H  2.7430  -3.5503  1.1716
H  1.2865  -4.3762  0.9386
C  -1.8682  4.4943  1.7111
C  -2.5924  4.9076  0.4579
C  -3.1078  6.1975  0.3496
C  -3.7984  6.6151  -0.7759
C  -3.9885  5.7380  -1.8340
C  -3.4787  4.4548  -1.7531
C  -2.7860  4.0372  -0.6203
N  -2.3211  2.6895  -0.5729
C  -1.0082  2.3010  -0.5049
N  -0.0984  3.2802  -0.6325
C  1.3264  3.2568  -0.6378
C  2.1159  2.1034  -0.5859
C  3.5057  2.2630  -0.6127
C  4.0963  3.5134  -0.6952
C  3.2922  4.6385  -0.7581
C  1.9116  4.5342  -0.7295
C  1.0681  5.7850  -0.8083
N  -0.6611  1.0650  -0.3262
C  -1.5624  -0.0223  -0.2837
C  -2.2183  -0.4454  -1.6312
C  -3.4856  -1.3410  -1.6074
C  -4.1126  -1.7582  -0.2502
C  -3.4669  -1.2974  1.0752
C  -2.1951  -0.4072  1.0936
C  -2.1294  0.5824  2.2296
H  -2.2693  5.0269  2.5722
H  -0.8019  4.7247  1.6492
H  -1.9610  3.4241  1.8897
H  -2.9790  6.8779  1.1829
H  -4.1984  7.6192  -0.8222
H  -4.5189  6.0555  -2.7214
H  -3.6068  3.7615  -2.5761
H  -2.9909  1.9725  -0.7969
H  -0.4938  4.1891  -0.8139
H  4.1410  1.3877  -0.5625
H  5.1743  3.6111  -0.7131
H  3.7420  5.6213  -0.8363
H  1.7102  6.6619  -0.8520
H  0.4201  5.9024  0.0653
H  0.4375  5.7988  -1.7036
H  -2.1342  0.2765  -2.4404
H  -4.1983  -1.1549  -2.4077
H  -5.1984  -1.8292  -0.2347
H  -4.1686  -1.0801  1.8778
H  -2.2175  0.0577  3.1845
H  -2.9522  1.2977  2.1679
H  -1.1886  1.1336  2.2141
Cl  2.5561  -3.7137  -7.2300
C  2.1963  -2.7856  -5.8100
C  1.7671  -1.4602  -5.9488
C  1.4839  -0.7153  -4.8379
Cl  0.9453  0.9167  -5.0171
C  1.6015  -1.2204  -3.5037
O  1.3087  -0.4028  -2.5475
C  2.0129  -2.5870  -3.4100
C  2.1098  -3.3091  -2.1791
O  1.7836  -2.9462  -1.0569
C  2.3199  -3.3315  -4.5704
H  1.6623  -1.0249  -6.9330
H  2.5276  -4.3291  -2.2977
H  2.6456  -4.3593  -4.4628
N  -4.5879  -4.7298  -1.2602
C  -3.7867  -4.4491  -0.2258
S  -3.4594  -5.5776  0.9350
C  -3.2206  -3.0594  -0.2223
C  -2.5877  -2.6089  -1.5726
C  -1.3285  -1.7157  -1.5663
N  -0.7351  -1.2655  -0.2721
C  -1.3080  -1.6919  1.0388
C  -2.5734  -2.5688  1.0874
H  -4.9705  -5.6575  -1.3407
H  -4.7836  -4.0628  -1.9879
H  -2.5871  -3.3566  -2.3630
H  -0.5829  -1.9674  -2.3079
H  -0.5337  -1.9239  1.7741
H  -2.6161  -3.2898  1.8969

LUMO level = -2.366 eV
Charge = +1

[6]
C6H8N2 as an isolated structure in a non-equilibrium geometry. Source: the Open Molecules 2025 dataset; level of theory: ωB97M-V/def2-TZVPD.

Atoms and positions in Å:
C  -1.5908  -0.9219  0.2651
C  -1.7846  0.4456  -0.5242
C  -0.8318  1.4188  -0.3029
C  0.2090  0.7625  0.4819
C  1.7814  0.7830  0.2134
C  -0.2197  -0.7586  0.5798
H  -1.7552  -1.7967  -0.4379
H  -2.1255  -0.9739  1.2605
H  -2.8885  0.7918  -0.8642
H  -0.7575  2.4927  -0.4472
H  -0.0279  0.7882  1.6251
H  2.9133  1.3839  0.6004
H  0.8870  -1.9932  -0.8502
H  -0.1176  -1.1020  1.5336
N  1.8976  -0.4060  -0.4242
N  0.7439  -1.0178  -0.5327

LUMO level = 0.934 eV

What total energy values result from the calculations? In sequence: -617.82211, -1748.34831, -1786.97127, -6454.48720, -3891.63058, -342.73008 a.u..